# 1
2 unconnected molecules or ions with the total composition C4H8N2O, computed with wB97M-V/def2-TZVPD.

```
15
Properties=species:S:1:pos:R:3:forces:R:3:nbo_charge:R:1
N -0.5812 -0.1509 0.8697 0.1 0.0 -0.1 -0.355
H -2.5111 -0.7870 0.5124 0.1 0.1 0.1 0.211
H 1.6959 1.5096 0.0293 0.1 -0.1 0.1 0.475
C -0.5146 -1.3491 -1.1808 -0.4 -0.4 -0.6 0.228
H 2.1292 -1.2143 0.5021 -0.1 0.1 -0.1 0.182
H -0.3606 1.7393 -1.2899 0.0 0.1 0.0 -0.012
C 0.1430 -0.6166 -0.1802 -0.1 0.0 0.1 -0.183
O 1.9360 0.7757 0.6126 0.0 0.2 -0.2 -0.726
H -0.5062 2.4614 -1.4081 0.0 0.0 0.0 0.003
H 0.0177 0.3986 1.4909 -0.1 -0.1 0.0 0.438
H -2.2074 0.2806 2.0481 0.1 -0.1 -0.1 0.200
C 1.6346 -0.4302 -0.0843 0.1 -0.2 -0.1 -0.072
C -1.8522 -0.2271 1.1636 0.0 0.0 -0.1 -0.230
N -1.0988 -1.9419 -1.9966 0.5 0.5 0.7 -0.349
H 2.0756 -0.4481 -1.0887 -0.1 0.0 0.1 0.189
```
Forces are in eV/Å.

Results
ΔE to the lowest compared entry with this formula, charge and spin: 4.125 eV
maximum force: 0.99 eV Å⁻¹
calculated total energy: -341.852039 Ha
gap between HOMO and LUMO (alpha / beta): 7.977 / 7.975 eV


# 2
2 unconnected molecules or ions with the total composition C4H13NO, computed with wB97M-V/def2-TZVPD.

```
19
Properties=species:S:1:pos:R:3:forces:R:3:nbo_charge:R:1
H -0.2185 3.0664 -2.4255 -0.3 0.0 -0.3 0.463
H -1.6484 0.7552 2.4266 0.0 0.6 -0.2 0.213
H -0.6209 -1.7779 0.1983 0.0 -0.5 -0.4 0.153
N -0.1690 -0.1620 -1.1302 0.5 -1.3 -0.5 -0.843
H -1.5427 1.3762 0.7455 -0.5 0.0 -0.2 0.216
H -0.1705 -0.8810 -1.8572 0.1 0.6 -0.4 0.345
H 1.7431 -2.1315 0.8615 -0.1 -0.5 -0.3 0.213
C -1.5151 0.4942 1.3716 0.9 -1.1 1.5 -0.622
C 1.5068 -1.5985 -0.0614 0.1 0.7 0.5 -0.611
H 2.2797 -0.8247 -0.1048 -0.2 0.1 -0.3 0.213
O 0.5601 2.9433 -1.8917 0.1 0.9 0.6 -0.940
H 0.5712 0.7077 1.3550 0.4 -0.3 0.1 0.204
H 0.0198 -0.7614 2.2230 0.2 -0.1 -0.1 0.198
H -2.2962 -0.2631 1.2703 -0.1 0.2 -0.8 0.200
H 1.0115 2.1850 -2.2367 0.2 -0.8 -0.2 0.477
H -1.1075 0.2208 -1.1713 0.0 -0.1 0.5 0.360
C 0.1250 -0.9894 0.0684 -0.8 0.9 0.5 -0.047
H 1.5706 -2.2020 -0.9642 0.2 -0.3 0.2 0.205
C -0.0992 -0.1573 1.3227 -0.5 1.0 -0.2 -0.395
```
Forces are in eV/Å.

Results
structure (SMILES): CC[C@H](C)N.O
ΔE to the lowest compared entry with this formula, charge and spin: 0.445 eV
maximum force: 2.07 eV Å⁻¹
calculated total energy: -290.180586 Ha
gap between HOMO and LUMO: 10.467 eV


# 3
C4H9N3O in the gas phase, computed with wB97M-V/def2-TZVPD.

```
17
Properties=species:S:1:pos:R:3:forces:R:3:nbo_charge:R:1
N 0.2461 1.4945 0.2319 3.1 0.3 0.1 -0.659
N -1.0751 -1.3990 1.7263 0.4 -0.9 0.6 -0.127
H -0.0306 -3.1226 1.1881 -0.6 0.3 -1.0 0.193
H 2.3711 1.2718 0.0257 -0.2 0.8 -0.3 0.206
N -1.7156 -0.7342 0.9374 -0.1 0.6 -0.5 -0.122
O 0.1272 -1.4825 -0.2446 -1.0 0.4 -0.4 -0.520
C -0.8276 0.9224 -0.5257 -0.3 1.2 -1.5 -0.251
C 1.4690 1.2833 -0.6118 0.5 -1.0 0.1 -0.453
C -0.9953 -0.6369 -0.3563 -3.1 0.2 -1.0 0.169
H 0.3556 2.5214 0.4821 -1.6 -1.9 -0.5 0.385
C 0.0352 -2.0267 1.0392 4.3 -0.3 2.3 0.012
H 1.1345 -1.8658 1.5657 -2.8 0.2 -0.8 0.180
H -0.5078 1.0778 -1.6178 -1.4 0.0 1.0 0.172
H -1.7898 1.4622 -0.2118 1.1 -1.2 -0.9 0.237
H 1.4916 2.0521 -1.4646 0.3 -1.2 1.0 0.177
H 1.5215 0.2032 -0.9805 -0.5 1.6 0.0 0.218
H -1.8100 -1.0210 -1.1833 2.2 0.9 1.7 0.185
```
Forces are in eV/Å.

Results
structure (SMILES): CNC[C@@H]1N=NCO1
ΔE to the lowest compared entry with this formula, charge and spin: 4.119 eV
maximum force: 4.86 eV Å⁻¹
calculated total energy: -397.199258 Ha
gap between HOMO and LUMO: 9.889 eV


> Among the records above, which one has the highest maximum force?

C4H9N3O


> Number 3 is which compound?

C4H9N3O


> Which of these has the highest maximum force?

C4H9N3O